The following is a quantum chemistry calculation of a molecular structure, C21H26CoN6S at a distorted geometry, from the OMol25 dataset.

Atoms and positions in Å:
Co (0.14328, 0.11608, -0.06093)
C (-0.95499, -2.48374, -0.00437)
N (0.39812, -1.84145, -0.01884)
C (1.17940, -2.17158, -1.24048)
C (0.76123, -1.28576, -2.36680)
C (0.99831, -1.57379, -3.69473)
C (0.63189, -0.63975, -4.65446)
C (0.02091, 0.54314, -4.25699)
C (-0.18937, 0.75922, -2.91166)
N (0.18463, -0.13966, -1.98813)
C (1.14290, -2.11524, 1.23697)
C (0.60418, -1.23401, 2.31390)
C (0.70009, -1.51191, 3.66160)
C (0.20192, -0.58634, 4.56949)
C (-0.38581, 0.58159, 4.09920)
C (-0.44321, 0.79302, 2.73715)
N (0.04941, -0.10032, 1.86686)
C (-2.06696, -1.51042, -0.22835)
C (-3.36898, -1.92324, -0.43945)
C (-4.35933, -0.96330, -0.58093)
C (-4.01918, 0.38412, -0.50529)
C (-2.69985, 0.72067, -0.30164)
N (-1.74871, -0.21898, -0.16651)
H (-1.10817, -2.96070, 0.96533)
H (-0.99892, -3.27378, -0.75466)
H (1.06818, -3.22510, -1.50359)
H (2.23543, -1.99892, -1.02813)
H (1.46183, -2.51042, -3.97669)
H (0.81480, -0.83622, -5.70305)
H (-0.29432, 1.28526, -4.97673)
H (-0.67794, 1.65837, -2.55659)
H (2.19709, -1.88677, 1.07466)
H (1.07424, -3.16945, 1.51306)
H (1.15496, -2.43469, 3.99779)
H (0.26327, -0.77915, 5.63283)
H (-0.80000, 1.31685, 4.77471)
H (-0.89897, 1.68484, 2.32475)
H (-3.60390, -2.97864, -0.49185)
H (-5.38627, -1.26062, -0.74984)
H (-4.76299, 1.16178, -0.60742)
H (-2.38794, 1.75719, -0.23873)
C (4.64125, 0.33540, -1.76652)
N (4.77339, 0.58192, -0.32602)
C (3.81210, 0.95476, 0.49377)
S (2.17558, 1.13791, -0.11555)
N (4.06458, 1.24341, 1.75762)
C (5.40306, 1.22853, 2.35709)
H (5.63851, 0.19220, -2.17138)
H (4.17726, 1.18598, -2.25921)
H (4.05417, -0.56110, -1.95557)
H (5.71735, 0.60823, 0.03585)
H (3.31518, 1.65713, 2.28803)
H (5.90658, 0.28600, 2.14207)
H (5.29810, 1.31954, 3.43331)
H (6.00617, 2.06369, 1.99725)

Calculated values
lowest unoccupied orbital energy (spin up / spin down): -0.40849 / -0.40863 Ha
HOMO-LUMO gap (spin up / spin down): 7.18 / 7.17 eV
energy relative to the best compared isomer or geometry (same formula, charge and spin): 0.596 eV
2S+1: 1
charge: +3